C31H35BClF4INO3S5SbV | ωB97M-V with the def2-TZVPD basis set

```
84
C31H35BClF4INO3S5SbV ωB97M-V with the def2-TZVPD basis set
V -1.11111 0.49225 0.31517
I -3.59830 1.80880 0.41827
C -4.43743 0.47965 -0.97502
C -5.76949 0.58634 -1.25228
C -6.34812 -0.27949 -2.20533
C -5.57438 -1.20238 -2.84491
C -4.18911 -1.31804 -2.56478
C -3.38967 -2.27439 -3.23294
C -2.05492 -2.36043 -2.94974
C -1.47117 -1.51818 -1.97884
C -2.18676 -0.57437 -1.26235
C -3.57732 -0.47035 -1.59412
H -6.37741 1.32869 -0.75197
H -7.40621 -0.19919 -2.42507
H -6.00900 -1.86807 -3.58370
H -3.85325 -2.92449 -3.96798
H -1.43992 -3.09011 -3.46786
H -0.40902 -1.62879 -1.77278
C 3.84971 3.80231 0.63769
S 3.27209 5.47156 1.05123
C 1.88940 5.59289 -0.00612
C 0.71730 4.89873 0.15262
S 0.24566 3.80470 1.35418
S -0.43253 5.24651 -1.15456
C 0.47941 6.38207 -2.07096
S -0.06208 7.09666 -3.47640
S 2.03700 6.62289 -1.41309
H 4.55775 3.49586 1.40777
H 4.33622 3.78480 -0.33608
H 2.99748 3.12283 0.64597
C 0.55890 3.07873 -4.22306
C 1.31830 2.23181 -3.19641
C 2.55404 2.97035 -2.67187
C 1.72465 0.87260 -3.78420
C 0.43047 1.95073 -2.06157
N -0.28074 1.69163 -1.20571
H 1.21089 3.25389 -5.08158
H 0.26987 4.04664 -3.81150
H -0.33855 2.56144 -4.56614
H 3.22502 3.17242 -3.51033
H 3.06579 2.35442 -1.93252
H 2.27651 3.91994 -2.21409
H 2.41330 1.04071 -4.61604
H 0.85062 0.33280 -4.15310
H 2.21337 0.27247 -3.01621
C -0.57907 -3.72044 0.84682
Sb -1.86874 -2.17619 1.59374
C -3.68524 -3.03631 0.82309
C -2.05542 -3.00386 3.56497
H -0.90610 -4.70057 1.19747
H 0.44074 -3.52862 1.18106
H -0.59881 -3.69395 -0.24273
H -3.82380 -4.04840 1.20711
H -3.62684 -3.06187 -0.26585
H -4.53581 -2.41743 1.11159
H -2.31160 -4.06330 3.50916
H -2.82894 -2.45041 4.09582
H -1.11519 -2.86620 4.09648
F -0.84881 1.04165 2.45991
B -1.25841 0.63707 3.79302
F -0.39994 -0.40883 4.18362
F -1.15331 1.71654 4.64660
F -2.57905 0.17064 3.71934
C 2.66031 -1.46271 4.58559
C 2.92542 -2.28803 3.35985
C 2.76001 -3.66934 3.37432
C 3.00112 -4.41715 2.23548
Cl 2.77976 -6.15348 2.29297
C 3.40742 -3.82352 1.05494
C 3.57647 -2.44756 1.03002
C 3.34178 -1.68803 2.16830
O 3.56319 -0.33642 2.12376
C 2.37488 0.41843 1.80857
C 1.89775 0.10941 0.37733
O 2.63587 0.38414 -0.57088
O 0.75522 -0.46688 0.30765
H 2.73788 -2.07647 5.48417
H 1.65802 -1.03184 4.55425
H 3.37089 -0.63908 4.65088
H 2.43678 -4.16318 4.28231
H 3.57288 -4.42292 0.17023
H 3.87055 -1.93166 0.12464
H 2.65208 1.46719 1.89458
H 1.57878 0.18971 2.51812
```

The LUMO energy (alpha / beta) is 3.901 / 3.901 eV. The charge is -2. The calculation puts the HOMO-LUMO gap (alpha / beta) at 0.2200 / 0.2226 Ha. Its spin multiplicity is 4. The energy comes out at -158929.430 eV. Its HOMO energy (alpha / beta) is -2.1 / -2.2 eV. Its relative energy (zero: lowest compared OMol25 entry of this formula, charge and spin) is 0.5479 eV.

Atom charges from the Mulliken analysis, given in e for atoms 1 to 6:
1 V 0.22
2 I 0.08
3 C 0.38
4 C -0.64
5 C -0.51
6 C -0.98


C45H112O33S7 | ωB97M-V with the def2-TZVPD basis set

```
197
C45H112O33S7 ωB97M-V with the def2-TZVPD basis set
O -3.07721 -2.19231 -1.43004
S -4.40934 -1.71174 -1.57423
O -5.21569 -2.04079 -2.69738
O -5.23148 -2.11434 -0.28737
C -4.56755 -1.97961 0.99631
C -5.56224 -2.40731 2.04027
C -4.36726 0.04576 -1.43800
H -4.25746 -0.94911 1.15511
H -3.72386 -2.66860 1.02133
H -6.06467 -3.33429 1.76153
H -6.32386 -1.64814 2.21776
H -5.05202 -2.60679 2.98329
H -5.39351 0.37208 -1.29551
H -3.96363 0.38569 -2.39096
H -3.70827 0.35651 -0.63257
O 4.79815 -5.55638 -1.41984
S 3.69120 -6.15280 -0.73795
O 2.60864 -5.37781 -0.24314
O 3.05274 -7.20181 -1.73362
C 3.90787 -8.20798 -2.32275
C 3.10106 -8.88640 -3.40760
C 4.24563 -7.19807 0.59127
H 4.17814 -8.92635 -1.54374
H 4.79632 -7.72249 -2.72384
H 3.01959 -8.18369 -4.24263
H 2.08915 -9.11929 -3.08470
H 3.59548 -9.76038 -3.82667
H 3.45176 -7.93447 0.69624
H 4.29609 -6.55631 1.46631
H 5.19549 -7.66704 0.35920
O 1.33539 -3.52402 -5.75842
S 1.19242 -3.52291 -4.34756
O 0.54842 -2.44819 -3.66542
O 0.46834 -4.88718 -3.98602
C -0.15112 -4.95843 -2.68926
C -0.46531 -6.39211 -2.37643
C 2.76735 -3.79043 -3.62696
H -1.04393 -4.32812 -2.66070
H 0.45910 -4.51649 -1.89199
H -1.07755 -6.48265 -1.47929
H 0.42345 -7.01892 -2.32192
H -1.10123 -6.82739 -3.15541
H 3.12065 -4.71953 -4.07042
H 2.69493 -3.89668 -2.54749
H 3.41917 -2.95986 -3.89053
O 3.19379 0.89018 -5.81519
S 2.84928 0.80133 -4.44263
O 3.22212 -0.35292 -3.68108
O 3.44134 2.10238 -3.75776
C 3.36581 2.19540 -2.32031
C 3.29553 3.65234 -1.95670
C 1.11773 1.01896 -4.23510
H 4.24974 1.69295 -1.92663
H 2.50122 1.66869 -1.90565
H 2.33530 4.07207 -2.25566
H 4.06813 4.21952 -2.47761
H 3.38285 3.80433 -0.88115
H 0.85946 1.51498 -3.30149
H 0.68498 0.01974 -4.29282
H 0.71561 1.59749 -5.06419
O 1.00422 1.85140 4.14419
S 2.30631 1.93606 3.57430
O 3.20736 2.97482 3.96983
O 2.96561 0.51556 3.81881
C 4.36442 0.35553 3.51855
C 4.92652 -0.73227 4.39746
C 2.20595 1.95155 1.80582
H 4.89607 1.29766 3.67981
H 4.48807 0.16003 2.44939
H 5.92052 -0.99816 4.02839
H 4.33024 -1.64362 4.33912
H 5.00737 -0.40220 5.43031
H 2.10879 2.96821 1.43912
H 1.28307 1.41008 1.60689
H 3.03580 1.39247 1.38502
O -5.78674 1.12754 1.46356
S -4.85940 2.11859 1.88571
O -3.46669 1.80123 1.99130
O -5.05527 3.37790 0.94262
C -3.93074 4.29974 0.95723
C -4.17689 5.42945 -0.00974
C -5.40194 2.78280 3.42763
H -3.09963 3.70199 0.57748
H -3.66963 4.65529 1.95439
H -4.42625 5.00669 -0.98548
H -3.33536 6.11524 -0.04684
H -5.06412 6.00471 0.27070
H -4.89694 3.71880 3.64225
H -5.25188 1.96104 4.12731
H -6.47028 2.95686 3.32149
O 8.62875 1.14915 -0.97222
S 7.36514 0.51940 -0.95907
O 6.35434 0.84591 -1.91334
O 7.68890 -1.03343 -1.07578
C 6.56820 -1.95622 -1.21967
C 6.98961 -2.98491 -2.23514
C 6.66742 0.61458 0.66285
H 5.69478 -1.40050 -1.55896
H 6.36971 -2.36322 -0.22603
H 7.89394 -3.50544 -1.91976
H 7.15585 -2.50914 -3.19955
H 6.21932 -3.75069 -2.33975
H 7.47017 0.62800 1.39356
H 5.98508 -0.22269 0.80231
H 6.09984 1.54472 0.69984
C 3.59479 -2.49248 1.13237
O 3.67502 -1.22902 0.52689
C 3.04281 -1.16523 -0.73928
C 1.53738 -1.14961 -0.73654
O 0.98777 0.09500 -0.31914
C -0.40335 0.10817 -0.52277
C -0.98165 1.49543 -0.38587
O -0.20011 2.45913 -1.07298
C -0.83590 3.71555 -1.01612
H 4.17659 -2.52175 2.05402
H 4.06336 -3.25976 0.49410
H 2.56685 -2.82434 1.29667
H 3.26326 -2.03898 -1.37381
H 3.47815 -0.33103 -1.28053
H 1.11533 -1.98915 -0.16725
H 1.22665 -1.27727 -1.78088
H -0.88880 -0.51010 0.25311
H -0.74165 -0.34785 -1.46399
H -1.09492 1.79291 0.67024
H -2.01333 1.53145 -0.76305
H -1.74994 3.76528 -1.61524
H -0.13679 4.46466 -1.39003
H -1.00139 3.99958 0.03192
C -2.39100 -1.75755 -4.61604
O -2.36508 -0.35893 -4.35676
C -3.06820 0.34839 -5.34349
C -3.10345 1.80795 -4.99915
O -1.77494 2.28560 -4.99419
C -1.68321 3.67815 -4.98487
C -0.24217 4.11188 -5.01259
O 0.36302 3.61636 -6.18630
C 1.61859 4.18952 -6.41486
H -1.89085 -1.94091 -5.57418
H -3.42078 -2.12607 -4.66457
H -1.86714 -2.25139 -3.80538
H -4.08590 -0.05676 -5.45252
H -2.58825 0.22181 -6.32655
H -3.49830 1.93960 -3.98019
H -3.74606 2.34092 -5.70950
H -2.11065 4.08590 -4.04745
H -2.25803 4.15491 -5.79041
H 0.27620 3.72315 -4.12642
H -0.21221 5.20974 -5.00897
H 2.10873 3.67420 -7.24409
H 2.34134 4.04736 -5.59885
H 1.53377 5.25063 -6.67787
C -1.07772 4.16518 2.96266
O -1.63176 5.47904 2.96568
C -1.60741 6.10249 4.22428
C -2.75319 5.77965 5.14689
O -3.97020 6.16636 4.52225
C -5.08298 5.99793 5.37051
C -6.30532 6.56557 4.68759
O -6.52657 5.80021 3.54858
C -7.65874 6.12013 2.77120
H 0.01228 4.25220 2.89746
H -1.44010 3.67310 2.06446
H -1.35251 3.59658 3.85235
H -1.62866 7.17572 4.01431
H -0.66052 5.90640 4.74632
H -2.63658 6.25887 6.12510
H -2.83612 4.69233 5.31311
H -4.88998 6.53765 6.30740
H -5.27197 4.93856 5.59140
H -6.16980 7.63367 4.46870
H -7.14190 6.50509 5.40428
H -8.56963 5.94925 3.35778
H -7.63952 5.50453 1.87746
H -7.65379 7.17964 2.48660
C -2.92417 -2.77186 4.95871
O -3.42595 -1.53230 4.52661
C -2.44247 -0.53869 4.34823
C -1.70916 -0.62990 3.02877
O -0.91220 -1.79122 2.86597
C 0.40312 -1.68452 3.36332
C 0.96001 -3.07689 3.54398
O 0.29313 -3.69172 4.60536
C 0.60122 -5.06212 4.76595
H -2.29359 -3.30960 4.25355
H -3.74317 -3.39573 5.32369
H -2.31396 -2.65729 5.87345
H -1.71304 -0.54369 5.17145
H -2.98489 0.40760 4.38526
H -1.14003 0.28515 2.81478
H -2.45304 -0.68171 2.23013
H 0.42911 -1.18480 4.33727
H 1.05679 -1.14470 2.66274
H 2.03107 -2.94449 3.77136
H 0.86916 -3.63148 2.59894
H 0.13336 -5.37384 5.69558
H 1.67845 -5.25496 4.82082
H 0.18543 -5.60717 3.91084
```

The LUMO energy is -0.121 eV. The calculation puts the HOMO-LUMO gap at 0.3335 Ha. The energy comes out at -191888.003 eV. Its HOMO energy is -9.2 eV. The SMILES is CCOS(C)(=O)=O.CCOS(C)(=O)=O.CCOS(C)(=O)=O.CCOS(C)(=O)=O.CCOS(C)(=O)=O.CCOS(C)(=O)=O.CCOS(C)(=O)=O.COCCOCCOC.COCCOCCOC.COCCOCCOC.COCCOCCOC. Its relative energy (zero: lowest compared OMol25 entry of this formula, charge and spin) is 0.0000 eV.

Atom charges from the Mulliken analysis, given in e for atoms 1 to 6:
1 O -0.46
2 S 1.20
3 O -0.76
4 O -0.46
5 C 0.96
6 C -1.27


C6H7NO | ωB97M-V with the def2-TZVPD basis set

```
15
C6H7NO ωB97M-V with the def2-TZVPD basis set
C 1.28934 0.72145 0.44284
C -0.90127 -0.89938 -0.58317
C 0.47879 -0.75969 -1.22101
C -2.32875 -1.35421 -0.49301
C -1.39287 -0.97522 0.66022
C 1.37499 1.78901 1.19621
N 1.32078 -0.30012 -0.18793
O 2.06501 2.96332 0.93479
H 0.56470 -0.18319 -2.17237
H 0.74934 -1.77858 -1.46561
H -3.15749 -0.65921 -0.72227
H -2.87283 -2.38920 -0.78230
H -1.15965 -0.64196 1.62836
H 1.09830 1.73288 2.30285
H 2.87162 2.73409 0.46240
```

The LUMO energy is 0.571 eV. The calculation puts the HOMO-LUMO gap at 0.3224 Ha. The energy comes out at -9867.262 eV. Its HOMO energy is -8.2 eV. The SMILES is OC=C=NCC1=CC1. Its relative energy (zero: lowest compared OMol25 entry of this formula, charge and spin) is 5.3955 eV.

Atom charges from the Mulliken analysis, given in e for atoms 1 to 6:
1 C 0.67
2 C 0.19
3 C -0.19
4 C -0.57
5 C -0.37
6 C -0.57


C9H10 | ωB97M-V with the def2-TZVPD basis set

```
19
C9H10 ωB97M-V with the def2-TZVPD basis set
C 0.61494 -0.64474 -0.76654
C 0.72325 -1.89814 -0.16144
C -0.49484 0.30774 -1.08957
C -0.86465 0.58340 1.28296
C 1.76316 -0.35816 0.05756
C 0.82131 -0.94735 1.00152
C -1.35328 0.18338 0.15719
C 3.16988 0.24838 0.05855
C -2.32790 -0.95558 0.11473
H -0.24632 1.36522 -1.14185
H -1.03036 0.04377 -2.05296
H -1.28272 0.21004 2.20774
H -0.16440 1.35527 1.31153
H 3.44480 0.51943 -0.92886
H 4.03928 -0.31606 0.44784
H 2.98170 1.07618 0.75827
H -1.79764 -1.75429 -0.43238
H -3.25760 -0.61049 -0.43262
H -2.73727 -1.20372 1.25401
```

The LUMO energy is 0.791 eV. The calculation puts the HOMO-LUMO gap at 0.3411 Ha. The energy comes out at -9486.887 eV. Its HOMO energy is -8.5 eV. The SMILES is C=C(C)C[C@]12C3=C1[C@]32C. Its relative energy (zero: lowest compared OMol25 entry of this formula, charge and spin) is 6.5356 eV.

Atom charges from the Mulliken analysis, given in e for atoms 1 to 6:
1 C 0.95
2 C -1.09
3 C -0.78
4 C -1.03
5 C 0.58
6 C -0.20